Entry 1:
12
Properties=species:S:1:pos:R:3:nbo_charge:R:1 method="wB97M-V/def2-TZVPD" smiles=C1O[C@H]2C[C@H]2O1 homo_ev=-8.76
O 0.929 -0.669 -0.982 -0.497
O -0.055 -0.957 1.053 -0.503
C 0.788 0.592 -0.402 -0.013
C 0.111 -1.535 -0.226 0.221
C 0.181 0.422 0.935 0.054
C -0.705 1.123 -0.012 -0.483
H -1.555 0.655 -0.479 0.222
H -0.758 2.212 0.105 0.217
H 0.795 1.468 -1.006 0.264
H 0.534 0.854 1.861 0.208
H 0.589 -2.512 -0.107 0.175
H -0.856 -1.654 -0.739 0.135

---

Entry 2:
30
Properties=species:S:1:pos:R:3:nbo_charge:R:1 method="wB97M-V/def2-TZVPD" homo_ev=-8.64
Br -7.067 -0.354 1.074 0.226
S 4.338 2.222 -1.865 2.234
S 2.295 0.749 -1.002 2.245
P -1.385 -1.238 0.516 1.228
F 0.576 -0.333 0.709 -0.378
F 4.792 4.303 -0.297 -0.321
F 1.220 1.674 1.231 -0.303
F 2.550 0.037 1.539 -0.310
F 6.136 2.654 0.026 -0.321
F 6.368 3.907 -1.712 -0.312
O 3.689 3.088 -2.811 -0.923
O 2.696 -0.577 -1.396 -0.938
O 1.184 1.298 -1.737 -0.940
O 5.201 1.226 -2.439 -0.923
N -3.338 -3.195 0.360 -0.267
N 3.452 1.750 -0.627 -1.198
N -1.475 0.038 1.495 -1.241
N -4.541 -3.732 0.386 -0.143
C 5.460 3.320 -0.926 0.708
C -5.527 -2.896 0.596 -0.006
C -5.522 -1.432 0.772 -0.050
C -3.167 -1.871 0.530 -0.019
C -4.167 -0.860 0.722 -0.181
C 1.641 0.530 0.691 0.715
H -3.968 0.222 0.826 0.320
H -0.534 -2.273 1.020 0.004
H -0.841 -0.133 2.273 0.382
H -0.993 -0.942 -0.820 0.026
H -2.539 -3.816 0.217 0.446
H -6.533 -3.368 0.650 0.241

---

Entry 3:
13
Properties=species:S:1:pos:R:3:nbo_charge:R:1 method="wB97M-V/def2-TZVPD" homo_ev="-8.07 / -7.83"
O 2.922 -1.615 -0.153 -0.519
N 1.129 -0.186 0.395 -0.685
C 2.008 -0.886 -0.351 0.612
C -1.202 -0.057 -0.489 -0.490
C -1.337 0.451 0.867 -0.343
C 0.239 0.450 -0.544 -0.203
H -1.812 0.438 -1.249 0.226
H 0.331 1.539 -0.584 0.204
H -1.234 -1.143 -0.605 0.221
H -1.242 -0.207 1.724 0.187
H -1.690 1.460 1.045 0.192
H 0.976 -0.194 1.406 0.411
H 0.912 -0.049 -1.462 0.188

---

Entry 4:
55
Properties=species:S:1:pos:R:3:nbo_charge:R:1 method="wB97M-V/def2-TZVPD" smiles=O[C@H](COC(c1ccccc1)c1ccccc1)CN1CCc2ccccc2C1 homo_ev=-8.66
O 0.614 0.096 2.147 -0.541
O 0.629 3.676 1.496 -0.725
N 1.304 2.498 -1.188 -0.453
C 1.559 1.903 0.118 -0.258
C -2.703 0.855 2.596 -0.153
C 0.686 1.475 2.421 -0.074
C 0.290 -2.337 0.924 -0.224
C -0.527 -1.984 1.989 -0.035
C 0.298 1.763 -1.939 -0.245
C -1.819 0.109 1.828 -0.068
C 0.291 -1.858 -3.068 -0.213
C 0.503 2.316 1.148 0.076
C -0.497 -4.600 1.047 -0.222
C 3.160 1.231 -2.269 -0.474
C 2.509 2.593 -1.995 -0.210
C -3.788 1.482 2.007 -0.224
C -4.002 1.365 0.645 -0.211
C 0.306 -3.639 0.457 -0.192
C -0.136 -0.605 -2.670 -0.203
C -2.045 -0.011 0.462 -0.223
C -3.129 0.615 -0.125 -0.203
C -0.610 -0.552 2.465 0.075
C -1.313 -4.253 2.112 -0.222
C 2.558 -1.100 -2.960 -0.218
C 2.138 0.164 -2.562 0.067
C 1.646 -2.107 -3.209 -0.219
C 0.776 0.409 -2.406 -0.080
C -1.329 -2.952 2.579 -0.163
H 0.727 4.165 0.670 0.480
H 3.617 -1.289 -3.073 0.206
H -0.596 1.649 -1.323 0.215
H 0.944 -3.899 -0.375 0.213
H -1.193 -0.405 -2.564 0.206
H 2.525 2.266 0.480 0.202
H -0.050 1.784 3.169 0.183
H -4.466 2.063 2.615 0.214
H 1.592 0.806 0.084 0.196
H 0.023 2.374 -2.808 0.208
H -0.745 -0.536 3.561 0.180
H 3.745 0.919 -1.398 0.214
H -0.505 2.134 0.745 0.166
H 3.854 1.317 -3.109 0.222
H -1.972 -2.682 3.406 0.202
H -4.848 1.855 0.185 0.215
H 3.219 3.253 -1.488 0.202
H 0.921 -1.589 0.470 0.229
H 1.990 -3.084 -3.515 0.213
H -0.487 -5.616 0.682 0.211
H -1.363 -0.598 -0.135 0.230
H 1.687 1.669 2.821 0.189
H 2.226 3.065 -2.940 0.194
H -3.299 0.517 -1.188 0.211
H -1.940 -4.999 2.578 0.211
H -0.430 -2.639 -3.262 0.215
H -2.544 0.948 3.661 0.203

---

Across the entries above, ΔE to the lowest compared entry with this formula, charge and spin takes the values 341.7; 0.0; 495.0; 0.0 kJ/mol, respectively.